Record 1
Here is 2 unconnected molecules or ions with the total composition C4H12N2O in a non-equilibrium geometry from the Open Molecules 2025 dataset. Energies are from ωB97M-V with the def2-TZVPD basis set.

The geometry in ORCA input format:
```
! RIJCOSX wB97M-V def2-TZVPD def2/J DEFGRID3
* xyz 1 2
O 2.79183 0.16431 -5.95021
N 1.76583 0.80679 1.64606
N -2.16430 -0.84008 0.20150
C -0.69526 0.56842 1.61076
C 0.67267 -0.15250 1.67656
C -1.86631 -0.43044 1.53195
C -1.58306 -0.87198 -0.88163
H 0.66436 -0.65938 2.63256
H -0.78730 1.12392 2.54001
H 0.84685 -0.90899 0.94488
H 1.74969 1.26093 0.76159
H -0.52867 -0.74758 -1.08426
H -0.77811 1.25741 0.77058
H -2.17895 -1.11764 -1.77177
H 1.56033 1.62552 2.22942
H 1.90846 -0.16667 -5.78222
H -2.80108 0.06181 1.84938
H -1.77731 -1.31333 2.16991
H 3.20032 0.33949 -5.09506
*
```

The HOMO energy (spin up / spin down) is -13.59 / -13.54 eV. As for the expectation value of S²: 0.7595. The relative energy (zero: lowest compared OMol25 entry of this formula, charge and spin) is 53.6 kcal/mol. Its lowest unoccupied orbital energy (spin up / spin down) is -4.861 / -8.553 eV. Its total energy is -343.97710 hartree. The frontier orbital gap (spin up / spin down) is 8.73 / 4.99 eV.

Record 2
Here is C5H4O2 in the gas phase from the Open Molecules 2025 dataset. Energies are from ωB97M-V with the def2-TZVPD basis set.

The geometry in ORCA input format:
```
! RIJCOSX wB97M-V def2-TZVPD def2/J DEFGRID3
* xyz 0 1
O -1.78293 -0.11459 -1.39731
O 0.37519 -0.22587 -1.19806
C 1.40681 -0.55227 -0.37935
C 0.19132 0.36954 1.49461
C -0.73222 0.87443 0.57796
C 1.21272 -0.48650 0.96110
C -0.73955 0.23763 -0.64837
H 2.27304 -0.86667 -0.95463
H -2.58758 0.17798 -0.93021
H -1.50110 1.60537 0.84466
H 1.88429 -1.01904 1.62960
*
```

The HOMO energy is -7.61 eV. The relative energy (zero: lowest compared OMol25 entry of this formula, charge and spin) is 74.8 kcal/mol. Its lowest unoccupied orbital energy is 0.437 eV. Its total energy is -343.27317 hartree. The frontier orbital gap is 8.05 eV.

Record 3
Here is 2 unconnected molecules or ions with the total composition C6H9N in a non-equilibrium geometry from the Open Molecules 2025 dataset. Energies are from ωB97M-V with the def2-TZVPD basis set.

The geometry in ORCA input format:
```
! RIJCOSX wB97M-V def2-TZVPD def2/J DEFGRID3
* xyz 0 1
N -1.04602 -3.22619 1.75828
C 0.86700 -0.55909 -1.28648
C 0.23003 0.24632 -0.03585
C -1.22370 -0.09886 -0.24497
C -2.43576 0.27576 -0.55419
C -1.04017 -2.32958 1.01643
C 0.70603 -0.01031 1.34600
H 1.59300 0.52345 1.41733
H 0.25013 1.31642 -0.25175
H 1.20209 -1.53319 -1.09544
H 0.06280 -0.60406 -1.95990
H -3.29738 -0.23405 -0.18224
H 1.62961 0.20623 -1.64531
H -2.58754 1.20432 -0.90882
H 0.04583 0.54169 2.15100
H 1.01093 -0.96388 1.58298
*
```

The HOMO energy (spin up / spin down) is -10.10 / -10.10 eV. The relative energy (zero: lowest compared OMol25 entry of this formula, charge and spin) is 139.3 kcal/mol. Its lowest unoccupied orbital energy (spin up / spin down) is -1.351 / -1.350 eV. Its total energy is -288.56005 hartree. The frontier orbital gap (spin up / spin down) is 8.75 / 8.75 eV.

Record 4
Here is 2 unconnected molecules or ions with the total composition C6H13N2P in a non-equilibrium geometry from the Open Molecules 2025 dataset. Energies are from ωB97M-V with the def2-TZVPD basis set.

The geometry in ORCA input format:
```
! RIJCOSX wB97M-V def2-TZVPD def2/J DEFGRID3
* xyz 2 1
P -0.83741 -0.18525 -0.68682
N -3.25116 -1.42090 -0.02981
N 3.46188 -0.24598 -0.71238
C 0.53108 0.39459 0.41147
C 0.66285 1.72937 0.48504
C 2.77395 -1.00743 0.34702
C -2.08555 -0.91406 0.63820
C -0.47781 2.39413 -0.04675
C -1.43423 1.65193 -0.59260
H -0.53169 3.48743 0.21957
H 1.50379 2.25053 0.82325
H -2.97138 -1.85332 -0.83555
H -2.29440 -0.32750 1.46192
H -2.33239 1.95266 -1.22594
H -1.39066 -1.72643 0.88042
H -3.84674 -0.73573 -0.37835
H 3.11929 -1.00074 1.39051
H -3.73853 -2.18842 0.61796
H 3.98255 0.39736 -0.22466
H 4.08570 -0.94647 -1.28439
H 2.70891 0.23718 -1.27181
H 2.36195 -1.94295 0.01371
*
```

The HOMO energy (spin up / spin down) is -16.16 / -16.01 eV. The relative energy (zero: lowest compared OMol25 entry of this formula, charge and spin) is 67.1 kcal/mol. Its lowest unoccupied orbital energy (spin up / spin down) is -7.792 / -7.880 eV. Its total energy is -686.44845 hartree. The frontier orbital gap (spin up / spin down) is 8.37 / 8.13 eV.

Record 5
Here is C3H2F2S2 in the gas phase in a non-equilibrium geometry from the Open Molecules 2025 dataset. Energies are from ωB97M-V with the def2-TZVPD basis set.

The geometry in ORCA input format:
```
! RIJCOSX wB97M-V def2-TZVPD def2/J DEFGRID3
* xyz 0 1
S 0.28840 1.62856 -0.02782
S 0.36307 -1.50470 -0.01977
F 2.20312 0.00098 -1.05629
F 2.08217 -0.05074 1.14375
C 1.40023 -0.00072 0.01657
C -1.17411 0.65659 -0.06178
C -1.15048 -0.67092 0.03002
H -2.03915 -1.39422 0.00926
H -1.97326 1.33518 -0.03394
*
```

The HOMO energy is -8.50 eV. The relative energy (zero: lowest compared OMol25 entry of this formula, charge and spin) is 2.3 kcal/mol. Its lowest unoccupied orbital energy is 0.420 eV. The structure (SMILES) is FC1(F)SC=CS1. Its total energy is -1111.58305 hartree. The frontier orbital gap is 8.92 eV.